(1)
A structure of composition C25H17Cl2MnN7O5. Source: the Open Molecules 2025 dataset; level of theory: ωB97M-V with the def2-TZVPD basis set.

CARTESIAN COORDINATES (ANGSTROEM)
Mn (0.590, 0.797, -0.695)
N (-1.163, 0.547, -3.638)
C (0.061, 0.056, -3.717)
N (0.409, -0.568, -4.835)
C (1.662, -0.991, -4.919)
N (2.032, -1.679, -5.992)
N (2.623, -0.765, -3.976)
C (2.198, -0.166, -2.910)
N (0.930, 0.236, -2.663)
C (3.169, 0.122, -1.830)
C (4.519, -0.089, -1.986)
C (5.366, 0.219, -0.928)
C (4.816, 0.715, 0.241)
C (3.450, 0.910, 0.316)
N (2.636, 0.624, -0.700)
H (-1.795, 0.329, -4.389)
H (-1.547, 0.841, -2.753)
H (1.364, -1.872, -6.717)
H (2.984, -1.988, -6.068)
H (4.873, -0.478, -2.930)
H (6.434, 0.074, -1.020)
H (5.434, 0.970, 1.091)
H (2.982, 1.308, 1.201)
Cl (1.959, 1.493, 3.704)
C (0.421, 2.152, 3.252)
C (-0.368, 2.694, 4.286)
C (-1.612, 3.172, 4.032)
Cl (-2.571, 3.778, 5.336)
C (-2.116, 3.186, 2.710)
C (-3.399, 3.653, 2.350)
C (-3.762, 3.671, 1.037)
C (-2.821, 3.272, 0.067)
N (-1.636, 2.799, 0.366)
C (-1.288, 2.704, 1.672)
C (-0.012, 2.110, 1.951)
O (0.709, 1.562, 0.951)
H (0.030, 2.714, 5.292)
H (-4.077, 3.994, 3.122)
H (-4.748, 3.998, 0.734)
H (-3.057, 3.352, -0.991)
O (-2.995, -0.599, -1.632)
C (-2.054, -0.703, -0.887)
O (-1.101, 0.236, -0.884)
C (-1.893, -1.841, 0.068)
C (-2.930, -2.756, 0.157)
C (-2.873, -3.844, 1.030)
C (-1.746, -3.963, 1.801)
O (-1.452, -4.915, 2.723)
C (-0.209, -4.536, 3.322)
O (0.282, -3.400, 2.598)
C (-0.705, -3.052, 1.723)
C (-0.741, -1.991, 0.865)
H (-3.795, -2.605, -0.474)
H (-3.683, -4.558, 1.101)
H (0.502, -5.355, 3.245)
H (-0.373, -4.264, 4.364)
H (0.087, -1.309, 0.828)

Its expectation value of S² is 6.05. The HOMO energy (alpha / beta) comes out at -10.55 / -10.57 eV. The total energy comes out at -3793.716207 a.u. As for the total charge: +1. The HOMO-LUMO gap (alpha / beta) is 5.949 / 6.375 eV. The value obtained for the molecular weight is 621.30 g mol⁻¹. Its spin multiplicity is 5.

(2)
A structure of composition C28H21GeIPtTe4 in a non-equilibrium geometry. Source: the Open Molecules 2025 dataset; level of theory: ωB97M-V with the def2-TZVPD basis set.

CARTESIAN COORDINATES (ANGSTROEM)
Pt (1.188, -0.198, 0.033)
I (3.980, -0.387, -0.706)
C (4.396, -0.169, 1.394)
C (5.698, -0.095, 1.743)
C (6.029, -0.058, 3.114)
C (5.046, -0.121, 4.055)
C (3.679, -0.200, 3.689)
C (2.663, -0.275, 4.671)
C (1.355, -0.351, 4.296)
C (1.000, -0.337, 2.927)
C (1.946, -0.260, 1.932)
C (3.314, -0.209, 2.310)
H (6.474, -0.082, 0.986)
H (7.071, 0.003, 3.403)
H (5.294, -0.117, 5.111)
H (2.947, -0.275, 5.718)
H (0.574, -0.416, 5.046)
H (-0.052, -0.392, 2.667)
Te (1.953, 2.216, -0.496)
Te (5.300, 2.386, -1.122)
Te (6.355, -1.499, -1.441)
Te (2.338, -2.580, -0.323)
C (-3.028, -2.916, 1.693)
C (-2.110, -3.386, 0.759)
C (-1.510, -2.502, -0.129)
C (-1.805, -1.133, -0.118)
C (-2.747, -0.690, 0.815)
C (-3.355, -1.568, 1.709)
Ge (-0.801, 0.125, -1.337)
C (-1.772, 1.819, -0.961)
C (-2.676, 2.375, -1.867)
C (-3.330, 3.574, -1.597)
C (-3.094, 4.242, -0.404)
C (-2.221, 3.691, 0.527)
C (-1.570, 2.495, 0.248)
C (-1.455, -0.381, -3.131)
C (-1.026, 0.342, -4.250)
C (-1.479, 0.034, -5.527)
C (-2.369, -1.017, -5.713)
C (-2.805, -1.746, -4.615)
C (-2.352, -1.431, -3.337)
H (-3.486, -3.598, 2.400)
H (-1.847, -4.437, 0.735)
H (-0.798, -2.886, -0.854)
H (-3.015, 0.359, 0.845)
H (-4.082, -1.195, 2.421)
H (-2.874, 1.865, -2.804)
H (-4.024, 3.986, -2.320)
H (-3.589, 5.185, -0.200)
H (-2.037, 4.197, 1.467)
H (-0.898, 2.078, 0.990)
H (-0.325, 1.162, -4.121)
H (-1.134, 0.610, -6.378)
H (-2.721, -1.265, -6.707)
H (-3.501, -2.565, -4.752)
H (-2.712, -2.005, -2.492)

The energy above the lowest of the compared OMol25 structures with the same formula, charge and spin is 81.4 kcal per mole. Its expectation value of S² is 3.81. The HOMO energy (alpha / beta) comes out at -4.32 / -4.53 eV. The total energy comes out at -4645.527579 a.u. As for the total charge: -1. The HOMO-LUMO gap (alpha / beta) is 5.698 / 4.787 eV. The value obtained for the molecular weight is 1262.47 g mol⁻¹. Its spin multiplicity is 4.

(3)
A structure of composition C15H30CrFNOP2 in a non-equilibrium geometry. Source: the Open Molecules 2025 dataset; level of theory: ωB97M-V with the def2-TZVPD basis set.

CARTESIAN COORDINATES (ANGSTROEM)
Cr (0.189, 0.135, 0.475)
P (-1.842, -1.127, 1.294)
P (2.070, 1.376, -0.552)
N (0.163, -0.911, -0.916)
H (-1.702, 1.736, 2.039)
C (-3.432, -0.631, 0.565)
H (-4.261, -1.184, 1.029)
H (-3.414, -0.843, -0.513)
H (-3.589, 0.448, 0.700)
C (-2.051, -0.942, 3.089)
H (-2.975, -1.437, 3.419)
H (-2.086, 0.127, 3.343)
H (-1.180, -1.384, 3.589)
C (-1.734, -2.920, 0.977)
H (-2.523, -3.451, 1.528)
H (-0.746, -3.281, 1.296)
H (-1.837, -3.104, -0.100)
C (1.630, 2.615, -1.809)
H (2.534, 3.128, -2.169)
H (0.933, 3.346, -1.380)
H (1.131, 2.121, -2.653)
C (2.948, 2.329, 0.718)
H (3.763, 2.898, 0.250)
H (3.352, 1.631, 1.464)
H (2.248, 3.012, 1.221)
C (3.292, 0.305, -1.360)
H (4.174, 0.898, -1.639)
H (2.838, -0.150, -2.252)
H (3.575, -0.499, -0.666)
C (0.481, -1.996, -1.609)
C (0.142, -3.331, -3.622)
C (-0.145, -2.216, -2.871)
C (1.428, -2.968, -1.146)
C (1.712, -4.087, -1.919)
C (1.071, -4.276, -3.157)
H (-0.353, -3.477, -4.582)
H (-0.850, -1.450, -3.191)
H (1.919, -2.805, -0.182)
H (2.441, -4.822, -1.558)
H (1.298, -5.156, -3.761)
C (-1.185, 2.521, 1.445)
O (-0.474, 1.854, 0.419)
C (-2.222, 3.429, 0.794)
H (-2.277, 4.378, 1.336)
H (-3.210, 2.966, 0.806)
H (-1.956, 3.640, -0.246)
C (-0.271, 3.321, 2.353)
H (0.166, 4.149, 1.786)
H (0.528, 2.709, 2.769)
H (-0.839, 3.739, 3.190)
F (1.126, -0.367, 1.961)

The HOMO energy (alpha / beta) comes out at -15.45 / -15.45 eV. The total energy comes out at -2545.975825 a.u. As for the total charge: +2. The HOMO-LUMO gap (alpha / beta) is 6.087 / 6.112 eV. The value obtained for the molecular weight is 373.35 g mol⁻¹. Its spin multiplicity is 1.

(4)
A structure of composition C22H43N2OP3V in a non-equilibrium geometry. Source: the Open Molecules 2025 dataset; level of theory: ωB97M-V with the def2-TZVPD basis set.

CARTESIAN COORDINATES (ANGSTROEM)
V (-0.049, 0.615, -0.401)
P (1.746, -0.705, 0.851)
P (1.562, 2.511, -0.372)
P (-1.150, -1.553, -0.634)
H (-0.754, 2.809, -2.134)
C (-1.255, 1.967, -2.644)
C (-0.614, 1.668, -3.961)
H (-0.240, 2.584, -4.440)
C (3.008, -1.302, -0.360)
C (2.755, 0.103, 2.151)
C (1.462, -2.295, 1.742)
C (1.368, 4.049, -1.364)
C (1.451, 3.235, 1.313)
C (3.358, 2.262, -0.631)
C (-2.736, -1.320, -1.514)
C (-1.753, -2.461, 0.844)
C (-0.339, -2.871, -1.607)
H (-1.369, 1.070, -2.027)
H (0.129, 0.872, -4.030)
H (3.694, -2.005, 0.140)
H (3.582, -0.459, -0.760)
H (2.517, -1.813, -1.200)
H (3.345, -0.655, 2.682)
H (2.119, 0.597, 2.892)
H (3.441, 0.841, 1.735)
H (2.441, -2.700, 2.038)
H (0.958, -3.030, 1.103)
H (0.858, -2.126, 2.644)
H (1.936, 4.864, -0.890)
H (0.319, 4.353, -1.444)
H (1.765, 3.899, -2.374)
H (1.912, 4.231, 1.305)
H (1.945, 2.606, 2.064)
H (0.389, 3.324, 1.575)
H (3.786, 3.160, -1.090)
H (3.511, 1.435, -1.323)
H (3.895, 2.065, 0.307)
H (-3.411, -2.138, -1.231)
H (-2.573, -1.333, -2.600)
H (-3.217, -0.372, -1.239)
H (-2.748, -2.868, 0.617)
H (-1.834, -1.771, 1.696)
H (-1.085, -3.289, 1.101)
H (-0.927, -3.796, -1.530)
H (0.684, -3.068, -1.264)
H (-0.295, -2.563, -2.658)
C (-2.127, -0.016, -5.026)
C (-1.178, -1.015, -4.716)
C (-1.232, -2.228, -5.413)
C (-2.364, -2.549, -6.155)
C (-3.460, -1.677, -6.149)
C (-3.370, -0.421, -5.565)
O (-1.849, 1.317, -4.920)
H (-2.235, 2.314, -3.084)
H (-0.337, -0.847, -4.040)
H (-0.362, -2.879, -5.324)
H (-2.395, -3.495, -6.709)
H (-4.397, -1.983, -6.616)
H (-4.206, 0.280, -5.572)
N (-1.213, 0.139, 2.645)
C (-2.028, 1.086, 2.049)
C (-3.152, 1.590, 2.741)
C (-4.000, 2.480, 2.098)
C (-3.768, 2.751, 0.749)
C (-2.728, 2.109, 0.097)
N (-1.777, 1.379, 0.751)
H (-1.416, -0.069, 3.613)
H (-0.211, 0.142, 2.407)
H (-3.304, 1.256, 3.767)
H (-4.838, 2.959, 2.610)
H (-4.388, 3.427, 0.152)
H (-2.631, 2.199, -0.987)

The energy above the lowest of the compared OMol25 structures with the same formula, charge and spin is 5.3 kcal per mole. Its expectation value of S² is 2.05. The HOMO energy (alpha / beta) comes out at -15.12 / -15.18 eV. The total energy comes out at -3015.856388 a.u. As for the total charge: +3. The HOMO-LUMO gap (alpha / beta) is 2.990 / 3.983 eV. The value obtained for the molecular weight is 495.46 g mol⁻¹. Its spin multiplicity is 3.

(5)
A structure of composition C27H30FeN7S2SeSi in a non-equilibrium geometry. Source: the Open Molecules 2025 dataset; level of theory: ωB97M-V with the def2-TZVPD basis set.

CARTESIAN COORDINATES (ANGSTROEM)
Fe (-0.184, -0.163, 0.216)
C (-2.021, 0.697, 3.423)
C (-2.105, 1.541, 2.195)
C (-2.845, 2.701, 2.176)
C (-2.857, 3.475, 1.010)
C (-2.126, 3.102, -0.082)
C (-1.364, 1.911, 0.004)
N (-1.403, 1.165, 1.105)
N (-0.569, 1.357, -0.917)
Si (0.024, 2.210, -2.330)
C (0.756, 1.063, -3.624)
C (-1.319, 3.128, -3.257)
C (1.275, 3.463, -1.778)
H (-2.782, 0.989, 4.144)
H (-1.041, 0.813, 3.887)
H (-2.146, -0.355, 3.179)
H (-3.404, 2.995, 3.052)
H (-3.453, 4.379, 0.970)
H (-2.123, 3.686, -0.987)
H (0.019, 0.858, -4.406)
H (1.094, 0.118, -3.226)
H (1.613, 1.547, -4.103)
H (-2.280, 2.609, -3.221)
H (-1.025, 3.215, -4.306)
H (-1.469, 4.140, -2.875)
H (2.046, 2.986, -1.176)
H (0.790, 4.221, -1.156)
H (1.744, 3.975, -2.624)
S (-2.358, -3.656, 2.171)
C (-1.443, -3.021, 3.494)
C (-1.450, -3.470, 4.815)
C (-0.629, -2.834, 5.717)
C (0.190, -1.776, 5.305)
C (0.198, -1.337, 3.999)
C (-0.645, -1.956, 3.071)
N (-0.811, -1.646, 1.694)
C (-1.645, -2.476, 1.155)
C (-1.902, -2.359, -0.262)
C (-2.709, -3.243, -0.985)
C (-2.881, -3.049, -2.340)
C (-2.260, -1.971, -2.965)
C (-1.442, -1.104, -2.247)
C (-1.238, -1.300, -0.886)
H (-2.081, -4.295, 5.116)
H (-0.610, -3.161, 6.748)
H (0.838, -1.294, 6.025)
H (0.845, -0.538, 3.686)
H (-3.200, -4.072, -0.485)
H (-3.500, -3.728, -2.910)
H (-2.415, -1.803, -4.024)
H (-0.971, -0.288, -2.751)
Se (4.106, 0.598, 2.385)
C (2.441, 0.244, 1.819)
N (1.355, 0.015, 1.470)
C (5.686, 0.519, -1.374)
C (4.399, 0.913, -2.102)
C (3.271, -0.013, -1.778)
N (2.247, 0.298, -1.072)
N (1.370, -0.757, -0.909)
C (1.771, -1.853, -1.493)
N (1.145, -3.050, -1.398)
S (3.260, -1.665, -2.321)
H (6.481, 1.228, -1.603)
H (6.023, -0.475, -1.674)
H (5.523, 0.513, -0.296)
H (4.559, 0.917, -3.183)
H (4.083, 1.910, -1.802)
H (0.209, -3.036, -1.018)
H (1.345, -3.756, -2.086)

The energy above the lowest of the compared OMol25 structures with the same formula, charge and spin is 23.0 kcal per mole. Its expectation value of S² is 0.77. The HOMO energy (alpha / beta) comes out at -7.25 / -7.25 eV. The total energy comes out at -6181.261978 a.u. The HOMO-LUMO gap (alpha / beta) is 7.107 / 7.100 eV. The value obtained for the molecular weight is 679.61 g mol⁻¹. Its spin multiplicity is 2.